11
Properties=species:S:1:pos:R:3:forces:R:3 method="wB97M-V/def2-TZVPD" e_homo_ev=-8.67 total_charge=0 e_lumo_ev=0.22 e_tot_ev=-28833.967 e_above_lowest_kj_mol=300.6
O 2.13610 0.97579 0.10600 0.413 0.713 -0.717
N 1.91140 0.06118 1.08992 -0.020 -0.548 0.339
C 1.16673 -0.86443 0.65081 -0.170 -1.674 4.137
S 0.46421 -0.91951 -0.87339 -1.230 0.352 -1.639
N -0.18842 0.66017 -0.90142 -1.089 1.234 0.487
C -1.44173 0.96828 -0.27322 1.479 -2.480 -0.320
S -2.33930 -0.12360 0.55987 0.409 0.800 -0.469
H 2.87180 1.46003 0.44404 0.807 0.793 0.281
H 0.88940 -1.58989 1.50763 0.470 0.849 -1.791
H 0.56223 1.39046 -0.91004 -1.323 -0.769 -0.199
H -1.82172 1.95019 -0.45847 0.253 0.730 -0.107



11
Properties=species:S:1:pos:R:3:forces:R:3 method="wB97M-V/def2-TZVPD" e_homo_ev=-9.17 smiles="NNC(=S)C(=O)S" total_charge=0 e_lumo_ev=-0.76 e_tot_ev=-28836.005 e_above_lowest_kj_mol=104.0
N -2.24041 0.30452 -0.02588 0.188 -1.386 1.741
N -0.87339 0.64490 -0.00747 -0.059 -0.034 0.101
C 0.15564 -0.21632 -0.06001 -0.423 0.482 -0.119
S -0.02734 -1.83957 -0.11467 -0.155 -0.304 0.027
C 1.53040 0.50146 -0.10533 -0.412 0.945 0.482
O 1.54458 1.72182 -0.14465 0.353 -1.658 -0.148
S 3.00443 -0.49803 -0.00177 0.008 0.866 -0.080
H -2.30221 -0.43574 -0.73605 -0.348 0.028 0.562
H -2.45806 -0.13240 0.95041 0.361 0.662 -2.384
H -0.78032 1.63998 0.00320 0.871 0.316 -0.050
H 2.44668 -1.69062 0.24221 -0.384 0.083 -0.133